# C19H31F5N3O5STi

C19H31F5N3O5STi as an isolated structure (ωB97M-V with the def2-TZVPD basis set, the Open Molecules 2025 dataset).

The geometry in XYZ format:
```
65
Properties=species:S:1:pos:R:3
Ti -0.25169 0.63961 0.37760
C -1.36767 3.24254 1.98529
O -0.32445 2.26150 1.83058
C 0.85158 2.60144 2.56687
C 1.75964 1.39973 2.50450
O 1.85609 0.94878 1.13506
C 2.66728 1.81386 0.29272
C 3.55279 0.96608 -0.58572
O 2.74574 0.06948 -1.32805
C 3.12101 -0.08365 -2.69581
H -1.73889 3.19784 3.00783
H -2.15940 2.98625 1.29171
H -0.96839 4.22716 1.74385
H 0.58620 2.81969 3.60409
H 1.30089 3.49420 2.12083
H 1.32437 0.57044 3.05362
H 2.75673 1.62739 2.88461
H 3.29250 2.44839 0.92362
H 2.01483 2.44314 -0.31006
H 4.27873 0.40631 0.01363
H 4.10735 1.63119 -1.25344
H 4.09219 -0.57773 -2.78234
H 3.15077 0.88577 -3.19239
H 2.35164 -0.69012 -3.16916
C -4.43935 -1.86102 -1.01312
C -3.88464 -0.99200 0.06370
C -4.56345 -0.01550 0.71555
C -3.88641 0.66436 1.77531
N -2.63915 0.46128 2.09288
C -1.88377 -0.44822 1.35614
S -0.46617 -1.15535 2.13109
N -2.59904 -1.23559 0.42467
C -4.64146 1.66801 2.59738
H -5.43246 -1.52481 -1.29820
H -4.50977 -2.89284 -0.66312
H -3.78652 -1.84257 -1.88740
H -5.59200 0.20132 0.47649
H -2.11355 -1.98395 -0.04519
H -5.71397 1.59898 2.43146
H -4.32295 2.67810 2.33104
H -4.42678 1.52185 3.65462
O -1.04986 -2.24788 -2.23751
C -0.17848 -1.86508 -1.49959
O -0.06556 -0.66409 -1.00647
C 0.82622 -2.87251 -0.93096
N 1.83675 -2.21953 -0.04390
C 3.01634 -3.15268 0.05834
C 2.74996 -4.25377 -0.97865
C 1.68342 -3.66324 -1.90286
H 0.25641 -3.55781 -0.29641
H 1.38089 -1.98375 0.85285
H 2.13292 -1.32413 -0.47755
H 3.08783 -3.52253 1.07743
H 3.90786 -2.57104 -0.16709
H 2.36329 -5.14593 -0.48643
H 3.66059 -4.53518 -1.50213
H 1.10053 -4.41171 -2.43227
H 2.12523 -2.99347 -2.64468
F -0.23102 3.55282 -0.70329
C -0.43720 2.25179 -1.10189
F -1.84212 2.01436 -0.92839
C -0.19052 2.24934 -2.60181
F -0.50606 1.07875 -3.14942
F -0.85586 3.20530 -3.25155
F 1.13000 2.46065 -2.80852
```

The relative energy (zero: lowest compared OMol25 entry of this formula, charge and spin) comes out at 0.0 kJ/mol. Its charge is +1. For the total energy, the calculation gives -3029.87794 Ha. The maximum force comes out at 0.7 eV/Å. As for the orbital gap (spin up / spin down): 7.212 / 7.197 eV.

Results of the Mulliken charge analysis, in e, for atoms 1 through 2: atom 1 (Ti): 0.07, atom 2 (C): -1.05

=====

# C19H31F9N7O8PS4Sn

C19H31F9N7O8PS4Sn as an isolated structure (ωB97M-V with the def2-TZVPD basis set, the Open Molecules 2025 dataset).

The geometry in XYZ format:
```
80
Properties=species:S:1:pos:R:3
Sn 0.39163 1.63960 0.78613
O 0.11573 -0.60120 -0.15077
P -0.00667 -1.37190 -1.42917
N 0.80653 -0.69220 -2.74097
C 2.23224 -0.48090 -2.52297
C 2.64644 0.28380 -3.77497
C 1.41964 1.16560 -4.06507
C 0.33823 0.63610 -3.11057
N 0.54943 -2.91180 -1.11477
C 1.61863 -3.15460 -0.14657
C 2.64934 -3.98820 -0.90207
C 1.77244 -4.83110 -1.82987
C 0.61743 -3.89310 -2.19887
N -1.56936 -1.46700 -1.92667
C -2.07996 -1.80790 -3.24347
C -3.31996 -2.64370 -2.94277
C -3.86996 -1.92410 -1.71107
C -2.60717 -1.62260 -0.90597
H 2.75944 -1.42380 -2.38317
H 2.39754 0.15730 -1.63937
H 2.81254 -0.40290 -4.60617
H 3.56254 0.84780 -3.61077
H 1.11453 1.05270 -5.10637
H 1.60703 2.22180 -3.87107
H -0.65007 0.58860 -3.56657
H 0.29243 1.28210 -2.20437
H 1.20843 -3.73970 0.68383
H 2.01684 -2.22200 0.25463
H 3.25654 -4.59280 -0.23067
H 3.31164 -3.34120 -1.47617
H 1.39364 -5.69750 -1.28707
H 2.30673 -5.18000 -2.71167
H -0.33076 -4.43590 -2.27337
H 0.80514 -3.39490 -3.15437
H -1.33476 -2.33480 -3.83787
H -2.38227 -0.89780 -3.77547
H -3.03716 -3.66270 -2.67117
H -4.01937 -2.67660 -3.77757
H -4.58476 -2.52200 -1.14887
H -4.33987 -0.98580 -2.00237
H -2.36776 -2.45570 -0.23267
H -2.69366 -0.70550 -0.32147
F 5.03234 1.84540 2.60393
C 3.83464 1.31270 2.81483
F 2.96954 2.31860 2.99323
F 3.88294 0.62470 3.95293
S 3.09563 0.29540 1.46713
O 3.94504 -0.80820 1.17873
O 1.84754 -0.05020 2.11843
O 2.92074 1.26680 0.40743
F 0.03273 6.13480 -0.79947
C -1.25487 5.79710 -0.75117
F -1.89416 6.70340 -0.01897
F -1.74156 5.84620 -1.98677
S -1.36596 4.04610 -0.11237
O -0.57567 3.31750 -1.06287
O -0.82856 4.06240 1.21263
N -2.89466 3.73920 -0.21447
S -3.14466 2.19400 -0.08017
O -3.83556 1.59260 -1.16577
O -1.95476 1.51840 0.37253
C -4.27506 2.00270 1.41203
F -5.46826 2.57490 1.26023
F -3.70157 2.53030 2.48703
F -4.48326 0.70680 1.64723
C 1.64893 2.43630 6.08263
C 0.17603 2.25690 5.71873
C -0.03927 1.21380 4.68853
N -0.54167 1.44320 3.52963
N -0.74287 0.35080 2.78493
C -0.33597 -0.74980 3.34533
N -0.45647 -1.95800 2.76233
S 0.27513 -0.49110 4.95613
H 1.73824 3.16130 6.88733
H 2.20564 2.80170 5.22453
H 2.08174 1.49540 6.41503
H -0.21547 3.18620 5.30333
H -0.39657 1.99060 6.61223
H -0.54317 -1.86150 1.75533
H 0.19403 -2.66060 3.07803
```

The relative energy (zero: lowest compared OMol25 entry of this formula, charge and spin) comes out at 79.3 kJ/mol. For the total energy, the calculation gives -4775.14712 Ha. The maximum force comes out at 2.0 eV/Å. As for the orbital gap: 9.327 eV.

Results of the Mulliken charge analysis, in e, for atoms 1 through 2: atom 1 (Sn): 1.64, atom 2 (O): 1.54

=====

# C19H31N3O4

One molecule with the formula C19H31N3O4 (ωB97M-V with the def2-TZVPD basis set, the Open Molecules 2025 dataset).

The geometry in XYZ format:
```
57
Properties=species:S:1:pos:R:3
C -2.04131 -4.38142 -2.59232
C -1.04400 -4.98564 -1.95399
C 0.20841 -5.43620 -2.64853
C -1.08508 -5.22683 -0.46980
C -0.19712 -4.28976 0.34761
O 0.30742 -4.63804 1.39920
N -0.06786 -3.04460 -0.17431
C 0.74811 -2.00953 0.44894
C 1.63688 -1.31124 -0.59207
C 0.95302 -0.11827 -1.26240
C -0.38417 -0.45278 -1.94476
C -1.43887 -0.32879 -0.81568
C -0.63072 0.14207 0.40958
C -0.08579 -1.00223 1.27931
C -1.17171 -1.68316 2.09776
N 0.52256 0.79940 -0.20471
C 1.09094 2.01901 -0.05795
O 2.19276 2.25357 -0.54056
C 0.36387 3.11274 0.76399
C -0.96770 3.46004 0.08810
C 0.19558 2.69576 2.22970
N 1.26901 4.25412 0.71523
C 0.99723 5.46792 1.23418
O 0.00963 5.77221 1.87433
O 2.00206 6.33364 0.95452
C 1.81121 7.64357 1.49153
H -2.94188 -4.07876 -2.07040
H -1.99769 -4.19297 -3.65809
H 0.31999 -6.51935 -2.56109
H 0.19905 -5.17335 -3.70527
H 1.09177 -4.98947 -2.18496
H -2.10312 -5.10684 -0.09033
H -0.75886 -6.23764 -0.22358
H -0.51557 -2.87849 -1.05992
H 1.38235 -2.55443 1.14872
H 2.53058 -0.92573 -0.09589
H 1.97026 -2.04284 -1.33141
H 1.65051 0.39641 -1.91715
H -0.58470 0.27831 -2.72724
H -0.36614 -1.43000 -2.43042
H -2.18824 0.41850 -1.07632
H -1.97312 -1.25607 -0.61399
H -1.21043 0.81839 1.02600
H 0.61803 -0.52676 1.97124
H -1.95025 -2.10853 1.46224
H -0.75062 -2.49768 2.68717
H -1.64474 -0.97258 2.77827
H -1.64965 2.61213 0.08018
H -1.44163 4.28017 0.62347
H -0.79531 3.76898 -0.94332
H -0.64911 2.02697 2.38412
H 1.10216 2.21374 2.59759
H 0.01758 3.59322 2.82076
H 2.11122 4.11514 0.17430
H 2.68456 8.21260 1.18574
H 0.90568 8.09926 1.09500
H 1.74297 7.61207 2.57769
```

The relative energy (zero: lowest compared OMol25 entry of this formula, charge and spin) comes out at 6.4 kJ/mol. The structure (SMILES) is C=C(C)CC(=O)N[C@H]1C[C@H]2CC[C@@H]([C@H]1C)N2C(=O)C(C)(C)NC(=O)OC. For the total energy, the calculation gives -1207.89023 Ha. The maximum force comes out at 0.6 eV/Å. As for the orbital gap: 9.871 eV.

Results of the Mulliken charge analysis, in e, for atoms 1 through 2: atom 1 (C): -1.08, atom 2 (C): 0.89

=====

# C19H31N3O4S

One molecule with the formula C19H31N3O4S (ωB97M-V with the def2-TZVPD basis set, the Open Molecules 2025 dataset).

The geometry in XYZ format:
```
58
Properties=species:S:1:pos:R:3
C 4.18649 -0.27455 -2.89777
C 2.90761 0.49789 -3.20764
O 2.36974 1.14367 -2.07372
C 1.79302 0.40174 -1.07570
C 1.43303 -0.93331 -1.17105
C 0.82849 -1.62246 -0.11868
N 0.52027 -2.97807 -0.19999
C -0.80773 -3.43795 0.15958
C -1.71663 -3.45029 -1.07654
O -1.18680 -4.27195 -2.09420
C 0.09796 -3.83408 -2.47974
C 1.04572 -3.79697 -1.27117
C 0.62934 -0.93032 1.09746
O 0.13177 -1.66221 2.14682
C -0.03885 -1.05903 3.41227
C -1.31583 -0.22720 3.51086
C 0.96935 0.40760 1.18570
C 1.51970 1.09676 0.10861
N 1.86029 2.45046 0.18876
C 1.12380 3.47321 0.69796
S 1.72765 5.01142 0.59725
N -0.04202 3.16273 1.30647
C -1.04275 4.15703 1.60726
C -2.16698 4.14781 0.56756
C -3.00560 2.87204 0.61029
O -2.20509 1.75420 0.27138
C -2.92667 0.55605 0.16136
H 4.57614 -0.71954 -3.80910
H 3.99762 -1.06114 -2.17092
H 4.93373 0.39915 -2.48614
H 3.12464 1.31555 -3.90048
H 2.16064 -0.15582 -3.67581
H 1.60849 -1.45335 -2.09699
H -1.22956 -2.80174 0.93239
H -0.71880 -4.45824 0.54721
H -2.69771 -3.86282 -0.83562
H -1.83770 -2.42119 -1.45404
H 0.44932 -4.54561 -3.22918
H 0.02096 -2.83482 -2.93607
H 2.03890 -3.45469 -1.55994
H 1.13431 -4.81655 -0.87787
H -0.09933 -1.90455 4.10414
H 0.83944 -0.46033 3.68046
H -1.40272 0.18838 4.51116
H -1.30800 0.58593 2.79021
H -2.18140 -0.85622 3.31476
H 0.86816 0.93807 2.11708
H 2.61468 2.74038 -0.42031
H -0.44067 2.26653 1.04456
H -1.45167 3.95044 2.60229
H -0.55008 5.13251 1.61990
H -2.82755 4.99707 0.74385
H -1.72739 4.25062 -0.42568
H -3.43050 2.72837 1.61705
H -3.84120 2.95466 -0.10089
H -3.65591 0.60599 -0.65597
H -2.19732 -0.22542 -0.04566
H -3.45885 0.32419 1.09220
```

The relative energy (zero: lowest compared OMol25 entry of this formula, charge and spin) comes out at 214.1 kJ/mol. The structure (SMILES) is CCOc1cc(N2CCOCC2)c(OCC)cc1NC(=S)NCCCOC. For the total energy, the calculation gives -1605.97166 Ha. The maximum force comes out at 0.7 eV/Å. As for the orbital gap: 7.838 eV.

Results of the Mulliken charge analysis, in e, for atoms 1 through 2: atom 1 (C): -1.03, atom 2 (C): -0.44